The following is a DFT calculation (ωB97M-V/def2-TZVPD) of a single C4H11N3O molecule.

```
! wB97M-V def2-TZVPD RIJCOSX def2/J DEFGRID3
* xyz 0 1
C 0.3520 -0.0267 -1.1597
N 1.1131 0.7339 -0.1862
C 2.2546 -0.0973 0.3120
N 1.6821 -1.1890 1.0216
C -1.1380 0.3825 -1.3152
N -2.0078 -0.3571 -0.4503
C -2.2388 0.2189 0.7924
O -1.1078 0.1690 1.7050
H 0.3639 -1.1369 -0.8540
H 0.9181 0.0404 -2.2006
H 0.5530 0.8550 0.6544
H 2.8419 0.5918 0.9691
H 2.8352 -0.3509 -0.5673
H -0.6958 -0.6521 1.4431
H 2.3645 -1.8506 1.2915
H -1.4065 0.2752 -2.3901
H -1.1269 1.4704 -1.0976
H -2.4798 1.2698 0.7493
H -3.0770 -0.3463 1.2826
*
```

## Properties
F_max, eV Å⁻¹: 2.36
HOMO energy, eV: -7.5
ΔE to the lowest compared entry with this formula, charge and spin, kcal/mol: 192.7
E, eV: -10836.85406



The following is a DFT calculation (ωB97M-V/def2-TZVPD) of a 15-piece molecular cluster, H30O15 overall.

```
! wB97M-V def2-TZVPD RIJCOSX def2/J DEFGRID3
* xyz 0 1
H -0.9347 -0.0314 0.0098
H 0.2563 0.8973 0.1799
H 5.1040 -0.7578 -0.5174
H 4.3517 0.0324 0.5407
H -3.3903 -0.1851 1.6207
H -3.4523 -0.8495 2.9863
H 3.1789 2.4502 -1.1248
H 3.0974 2.8481 0.3398
H 1.9938 -2.5131 -2.1016
H 2.7202 -2.1380 -3.3829
H -5.6923 -0.4176 -1.4015
H -5.6800 0.4843 -0.1782
H -2.3688 2.2365 -1.1215
H -3.3752 1.9984 -2.2352
H -4.2483 -1.2101 -2.7077
H -4.6061 -2.6321 -2.3077
H 1.5532 2.9605 -1.8077
H 0.6714 1.8521 -2.3590
H 0.2718 -2.1309 3.9524
H 0.5798 -2.9437 5.1991
H -1.0777 -2.4484 -2.5446
H -1.3207 -2.9148 -1.1186
H 3.9327 -1.7938 -1.7023
H 3.5462 -2.9118 -0.7480
H -2.7213 2.0830 2.1577
H -2.7323 3.5140 2.6698
H 1.9696 4.4358 -0.3091
H 1.9641 5.6629 0.5877
H 1.6894 -2.6943 2.4702
H 2.3315 -1.6114 1.6186
O -0.0491 0.0071 0.3880
O 5.1796 0.0195 0.0474
O -3.1696 -1.0044 2.0779
O 3.2917 2.0988 -0.2344
O 2.5937 -2.8686 -2.7670
O -5.1999 0.3039 -0.9943
O -3.2536 1.8911 -1.2851
O -4.8063 -1.7118 -2.1028
O 0.6313 2.7363 -1.9775
O -0.0258 -2.2763 4.8575
O -0.7411 -2.3540 -1.6464
O 3.3131 -2.0102 -0.9965
O -2.3924 2.6358 2.8755
O 2.5146 4.9171 0.3236
O 2.4123 -2.5434 1.8508
*
```

## Properties
F_max, eV Å⁻¹: 4.44
HOMO energy, eV: -9.5
ΔE to the lowest compared entry with this formula, charge and spin, kcal/mol: 112.7
E, eV: -31196.77918



The following is a DFT calculation (ωB97M-V/def2-TZVPD) of an isolated ion of composition C5H4N and charge +1.

```
! wB97M-V def2-TZVPD RIJCOSX def2/J DEFGRID3
* xyz 1 1
C 4.0029 -0.3232 -0.6243
C 1.8819 1.2028 0.3127
C 1.7716 -0.4724 0.5856
C 3.0347 0.1634 0.1341
C -0.4423 0.3376 -0.3809
N 0.8961 0.3427 -0.0332
H 1.5372 -1.2355 1.4478
H -0.6821 1.3662 -0.7209
H -0.5067 -0.3684 -1.3019
H -1.1458 -0.1107 0.2236
*
```

## Properties
F_max, eV Å⁻¹: 4.70
HOMO energy, eV: -16.0
ΔE to the lowest compared entry with this formula, charge and spin, kcal/mol: 136.1
E, eV: -6722.43799



The following is a DFT calculation (ωB97M-V/def2-TZVPD) of a 2-piece molecular cluster, C3H10N2S overall.

```
! wB97M-V def2-TZVPD RIJCOSX def2/J DEFGRID3
* xyz 0 1
C 2.7893 -1.0376 -0.2967
C -1.7969 1.8669 -0.8264
C -0.9079 -1.6021 1.1705
N 1.5508 -0.9726 0.3877
N -0.9451 1.2987 0.2645
S 0.1012 -0.8294 -0.1932
H 3.5101 -0.1874 0.1291
H 2.7859 -0.8728 -1.3588
H 3.3078 -2.0570 0.0230
H -2.5479 2.4925 -0.4602
H -1.2603 2.3235 -1.6529
H -2.5525 1.0546 -1.0966
H -1.8595 -1.6224 0.6216
H -1.0005 -1.1379 2.1422
H -0.6377 -2.6314 1.3233
H -0.0645 1.7435 0.2266
*
```

## Properties
F_max, eV Å⁻¹: 3.24
HOMO energy (spin up / spin down), eV: -7.5 / -8.4
ΔE to the lowest compared entry with this formula, charge and spin, kcal/mol: 105.1
E, eV: -17084.04513



The following is a DFT calculation (ωB97M-V/def2-TZVPD) of a 2-piece molecular cluster, S2 overall.

```
! wB97M-V def2-TZVPD RIJCOSX def2/J DEFGRID3
* xyz 1 2
S -0.8216 1.3453 0.3060
S 0.8216 -1.3453 -0.3060
*
```

## Properties
F_max, eV Å⁻¹: 4.19
Expectation value of S²: 0.755
HOMO energy (spin up / spin down), eV: -16.5 / -15.7
ΔE to the lowest compared entry with this formula, charge and spin, kcal/mol: 192.2
E, eV: -21652.08598



The following is a DFT calculation (ωB97M-V/def2-TZVPD) of a single C20H27ClN2O2 molecule.

```
! wB97M-V def2-TZVPD RIJCOSX def2/J DEFGRID3
* xyz 0 1
O 0.8078 -0.3333 -1.7676
C 0.9829 -1.0562 -0.8107
N 2.1448 -1.7088 -0.5861
C 3.3098 -1.5330 -1.4298
C 4.3673 -0.7104 -0.7395
C 5.6257 -1.2268 -0.4659
C 6.5708 -0.4537 0.1879
C 6.2693 0.8364 0.5850
C 5.0089 1.3466 0.3133
Cl 4.6167 2.9574 0.8032
C 4.0596 0.5865 -0.3460
C -0.1054 -1.3717 0.2118
C -0.8460 -2.6427 -0.2069
C -1.8621 -2.9773 0.8716
C -2.7599 -1.8108 1.2542
O -3.8044 -2.0040 1.8510
N -2.3452 -0.5674 0.9334
C -3.2301 0.5364 1.2708
C -4.4750 0.6171 0.3765
C -5.3560 1.7810 0.8326
C -6.6162 1.8759 -0.0216
C -6.2505 2.0471 -1.4921
C -5.3770 0.8861 -1.9542
C -4.1163 0.7852 -1.0996
C -1.1099 -0.2255 0.2602
H 2.2665 -2.2398 0.2614
H 2.9559 -1.0157 -2.3266
H 3.7071 -2.5126 -1.7104
H 5.8710 -2.2336 -0.7700
H 7.5497 -0.8593 0.3935
H 6.9994 1.4426 1.0971
H 3.0851 0.9963 -0.5626
H 0.3448 -1.5250 1.1980
H -1.3469 -2.4648 -1.1604
H -0.1485 -3.4726 -0.3416
H -2.5131 -3.7967 0.5625
H -1.3531 -3.2994 1.7850
H -3.5609 0.3945 2.3047
H -2.6604 1.4652 1.2034
H -5.0319 -0.3160 0.5014
H -4.7922 2.7142 0.7502
H -5.6292 1.6453 1.8809
H -7.2271 2.7173 0.3125
H -7.2046 0.9643 0.1018
H -7.1567 2.0966 -2.0995
H -5.7071 2.9857 -1.6245
H -5.1015 1.0195 -3.0028
H -5.9422 -0.0451 -1.8718
H -3.5171 1.6906 -1.2283
H -3.5239 -0.0670 -1.4380
H -0.6603 0.6287 0.7810
H -1.3140 0.0893 -0.7713
*
```

## Properties
F_max, eV Å⁻¹: 0.63
HOMO energy, eV: -9.0
ΔE to the lowest compared entry with this formula, charge and spin, kcal/mol: 2.6
E, eV: -40777.99511
SMILES: O=C(NCc1cccc(Cl)c1)[C@@H]1CCC(=O)N(CC2CCCCC2)C1



Repeat the sixth record exactly.
The following is a DFT calculation (ωB97M-V/def2-TZVPD) of a single C20H27ClN2O2 molecule.

```
! wB97M-V def2-TZVPD RIJCOSX def2/J DEFGRID3
* xyz 0 1
O 0.8078 -0.3333 -1.7676
C 0.9829 -1.0562 -0.8107
N 2.1448 -1.7088 -0.5861
C 3.3098 -1.5330 -1.4298
C 4.3673 -0.7104 -0.7395
C 5.6257 -1.2268 -0.4659
C 6.5708 -0.4537 0.1879
C 6.2693 0.8364 0.5850
C 5.0089 1.3466 0.3133
Cl 4.6167 2.9574 0.8032
C 4.0596 0.5865 -0.3460
C -0.1054 -1.3717 0.2118
C -0.8460 -2.6427 -0.2069
C -1.8621 -2.9773 0.8716
C -2.7599 -1.8108 1.2542
O -3.8044 -2.0040 1.8510
N -2.3452 -0.5674 0.9334
C -3.2301 0.5364 1.2708
C -4.4750 0.6171 0.3765
C -5.3560 1.7810 0.8326
C -6.6162 1.8759 -0.0216
C -6.2505 2.0471 -1.4921
C -5.3770 0.8861 -1.9542
C -4.1163 0.7852 -1.0996
C -1.1099 -0.2255 0.2602
H 2.2665 -2.2398 0.2614
H 2.9559 -1.0157 -2.3266
H 3.7071 -2.5126 -1.7104
H 5.8710 -2.2336 -0.7700
H 7.5497 -0.8593 0.3935
H 6.9994 1.4426 1.0971
H 3.0851 0.9963 -0.5626
H 0.3448 -1.5250 1.1980
H -1.3469 -2.4648 -1.1604
H -0.1485 -3.4726 -0.3416
H -2.5131 -3.7967 0.5625
H -1.3531 -3.2994 1.7850
H -3.5609 0.3945 2.3047
H -2.6604 1.4652 1.2034
H -5.0319 -0.3160 0.5014
H -4.7922 2.7142 0.7502
H -5.6292 1.6453 1.8809
H -7.2271 2.7173 0.3125
H -7.2046 0.9643 0.1018
H -7.1567 2.0966 -2.0995
H -5.7071 2.9857 -1.6245
H -5.1015 1.0195 -3.0028
H -5.9422 -0.0451 -1.8718
H -3.5171 1.6906 -1.2283
H -3.5239 -0.0670 -1.4380
H -0.6603 0.6287 0.7810
H -1.3140 0.0893 -0.7713
*
```

## Properties
F_max, eV Å⁻¹: 0.63
HOMO energy, eV: -9.0
ΔE to the lowest compared entry with this formula, charge and spin, kcal/mol: 2.6
E, eV: -40777.99511
SMILES: O=C(NCc1cccc(Cl)c1)[C@@H]1CCC(=O)N(CC2CCCCC2)C1